Version i
The following is a quantum chemistry calculation of a cluster of 2 separate species, C4H14N3S in total, from the OMol25 dataset.

Last column: natural (NBO) charge in e.
Positions of all 22 atoms, in Å:
S  2.50863  3.06945  1.81135  0.18
N  -2.76715  -2.00066  -2.29668  -0.72
N  -1.26837  -2.91706  -0.82366  -0.63
N  -0.55331  -1.41912  -2.46376  -0.75
C  0.81844  3.33650  2.45189  -0.74
C  -1.50840  -2.19446  -1.93235  0.69
C  -2.02696  -2.62217  0.45035  -0.41
C  2.46067  1.62905  0.72687  -0.75
H  1.65365  0.91051  0.85542  0.20
H  2.35332  2.00277  -0.27822  0.20
H  -3.41172  -2.76815  -2.16237  0.43
H  -0.41772  -1.34144  -3.46467  0.43
H  0.35627  4.19629  1.97809  0.23
H  -2.79200  -3.38828  0.54071  0.21
H  0.13263  2.53099  2.16301  0.21
H  0.30675  -1.26263  -1.96056  0.43
H  -1.28485  -2.89225  1.19712  0.23
H  -2.28278  -1.59915  0.56233  0.23
H  3.43417  1.17009  0.76822  0.23
H  -0.72653  -3.76135  -0.78707  0.44
H  -3.08656  -1.26102  -2.90437  0.43
H  0.98225  3.31416  3.52016  0.24

The net charge is +1. The HOMO energy comes out at -10.349 eV. Its HOMO-LUMO gap is 6.50 eV.

=====

Version ii
The following is a quantum chemistry calculation of a cluster of 2 separate species, C4H14N3S in total, from the OMol25 dataset.

Last column: natural (NBO) charge in e.
Positions of all 22 atoms, in Å:
S  1.34556  -0.09102  2.37488  0.25
N  -1.65252  0.03925  -2.51771  -0.74
N  0.07877  1.18316  -1.34549  -0.25
N  -0.01995  -1.46000  -1.41425  -0.79
C  1.78741  -1.50576  1.34711  -0.77
C  -0.27433  0.33858  1.65949  -0.52
C  -0.38327  -0.05720  -1.80730  0.31
C  -0.47534  1.83316  1.79743  -0.63
H  2.88658  -1.45244  1.20970  0.24
H  -0.26758  2.26289  2.83293  0.25
H  1.25636  -1.31254  0.36635  0.22
H  1.01267  1.09368  -1.03867  0.38
H  1.47444  -2.47454  1.71871  0.23
H  -2.42562  -0.23682  -1.90260  0.41
H  -1.46796  2.19580  1.44501  0.22
H  0.36272  -1.96573  -2.17789  0.42
H  0.20792  2.33834  1.10311  0.20
H  0.44807  0.33720  -2.43130  0.38
H  -0.23944  0.08154  0.59120  0.15
H  -1.69447  1.03370  -2.71705  0.40
H  -0.88160  -1.92489  -1.16317  0.41
H  -1.07842  -0.25635  2.06951  0.23

The net charge is +1. The HOMO energy comes out at -11.759 eV. Its HOMO-LUMO gap is 4.08 eV.

=====

Of them, version i has the highest stability.

=====

Version i
The following is a quantum chemistry calculation of the molecule C5H10OS, from the OMol25 dataset.

Last column: natural (NBO) charge in e.
Positions of all 17 atoms, in Å:
S  -0.20858  1.67460  -1.03517  0.15
O  1.21895  -2.42390  -0.31235  -0.51
C  0.36332  -1.85256  0.29851  0.44
C  -0.92573  -1.42098  -0.29572  -0.53
C  1.65240  1.80539  -0.97259  -0.73
C  -1.40585  -0.27793  0.55840  -0.40
C  -0.41074  0.92380  0.62257  -0.52
H  2.08143  2.18999  -1.98134  0.24
H  1.83042  2.30496  -0.05694  0.21
H  0.51705  0.51767  0.98875  0.21
H  -2.39050  0.12165  0.31873  0.22
H  2.21786  0.86543  -0.95446  0.22
H  -0.74878  1.71552  1.26112  0.22
H  -1.50622  -2.36131  -0.15343  0.24
H  -1.04701  -1.29930  -1.35321  0.25
H  -1.48768  -0.61375  1.61793  0.20
H  0.24968  -1.86926  1.44922  0.10

The HOMO energy comes out at -8.689 eV. Its HOMO-LUMO gap is 9.55 eV.

=====

Version ii
The following is a quantum chemistry calculation of the molecule C5H10OS, from the OMol25 dataset.

Last column: natural (NBO) charge in e.
Positions of all 17 atoms, in Å:
S  0.25033  0.07303  -2.01465  0.23
O  -0.98279  -0.17201  2.93316  -0.71
C  -1.05979  -1.78546  0.18390  -0.65
C  -0.29972  -0.59245  0.59148  -0.06
C  1.00381  1.68105  -2.61140  -0.70
C  0.39581  0.16888  -0.30551  -0.38
C  0.04157  -0.24440  1.98401  -0.07
H  -1.78993  -2.05818  0.89323  0.23
H  0.75498  -0.91563  2.40564  0.18
H  1.05266  0.97612  0.07185  0.21
H  0.43555  0.78839  1.93703  0.16
H  -0.33608  -2.70751  0.07374  0.22
H  -1.43475  0.66226  2.80771  0.46
H  2.01814  1.74998  -2.26051  0.21
H  -1.60396  -1.63627  -0.72027  0.23
H  1.07705  1.53667  -3.74440  0.24
H  0.47711  2.47553  -2.22502  0.21

The HOMO energy comes out at -7.916 eV. Its HOMO-LUMO gap is 8.77 eV.

=====

Version iii
The following is a quantum chemistry calculation of a structure of composition C5H10OS, from the OMol25 dataset.

Last column: natural (NBO) charge in e.
Positions of all 17 atoms, in Å:
S  -2.98159  -0.40576  -0.50956  0.01
O  -0.27042  0.90608  -0.94197  -0.58
C  1.64415  -1.32950  -0.56382  -0.66
C  0.37270  -1.03677  0.32040  -0.29
C  0.37810  1.80956  0.01987  -0.29
C  -1.81230  -0.13640  0.73153  -0.66
C  -0.58331  -0.18135  0.04009  0.28
H  2.51170  -0.23193  -0.70097  0.22
H  1.13984  1.21775  0.70159  0.21
H  0.29299  -1.70120  1.14973  0.21
H  -0.47921  2.34191  0.37213  0.19
H  -1.92954  0.99783  1.08861  0.21
H  2.33426  -2.09897  0.21434  0.22
H  1.26842  -1.86071  -1.64603  0.25
H  -1.46251  -0.24479  -1.66429  0.23
H  -1.64850  -0.71695  1.64284  0.25
H  1.22521  2.67120  -0.25449  0.20

The HOMO energy comes out at -8.812 eV. Its HOMO-LUMO gap is 8.59 eV.

=====

Of them, version i has the highest stability.

=====

Version i
The following is a quantum chemistry calculation of the molecule C20H26N4O4, from the OMol25 dataset.

Last column: natural (NBO) charge in e.
Positions of all 54 atoms, in Å:
O  1.07999  -1.63919  3.03490  -0.72
O  -2.68387  -6.07155  0.86989  -0.48
O  -3.26683  -4.52014  2.47185  -0.49
O  2.06287  4.40221  0.31889  -0.63
N  -0.68871  4.51176  -3.33366  -0.16
N  -0.50821  3.36446  -3.98489  -0.28
N  1.26025  2.68804  -0.96768  -0.61
N  1.93219  0.87092  0.80111  -0.47
C  0.63142  1.21811  -3.57697  -0.65
C  0.18244  -3.79982  0.40869  -0.21
C  -0.11292  -0.35646  1.33306  -0.43
C  -3.64017  -5.73211  1.85096  0.24
C  -1.74325  -5.07787  0.90343  0.22
C  1.99862  -1.56493  0.86375  -0.41
C  2.75040  -0.27193  1.17096  -0.22
C  0.72087  0.89062  1.60570  -0.23
C  0.51993  3.27996  -1.99425  0.02
C  -1.44924  5.56763  -3.93252  -0.41
C  1.94766  3.22082  0.05964  0.67
C  -2.09599  -4.13888  1.87309  0.31
C  2.63921  2.13450  0.88953  -0.31
C  -1.32745  -3.03185  2.12006  -0.30
C  0.69544  -1.62809  1.66912  0.25
C  -0.60302  -4.92443  0.15735  -0.25
C  -0.15683  -2.85736  1.36636  -0.03
C  -0.09013  4.51987  -2.11564  0.16
C  0.22105  2.59677  -3.19629  0.12
C  -0.19315  5.69002  -1.20979  -0.67
H  -1.18640  5.74064  -0.76075  0.21
H  3.67126  -0.24327  0.58263  0.20
H  -1.81873  5.20010  -4.88727  0.24
H  -0.82684  6.44931  -4.10148  0.20
H  -0.32407  -5.64702  -0.59063  0.23
H  1.76748  -1.59289  -0.20058  0.21
H  0.29613  -1.76390  3.57991  0.47
H  0.96522  0.93370  2.68066  0.18
H  -1.63946  -2.32697  2.87470  0.21
H  3.01504  -0.25530  2.23916  0.19
H  -0.01981  6.61492  -1.75792  0.22
H  0.14486  1.78332  1.34946  0.21
H  1.08256  -3.68224  -0.16988  0.22
H  -0.39496  -0.39437  0.28005  0.22
H  -1.02528  -0.31400  1.92929  0.21
H  2.74929  2.50252  1.92136  0.20
H  0.26555  1.00185  -4.57614  0.24
H  0.54697  5.60174  -0.41969  0.28
H  -3.69321  -6.53194  2.60692  0.16
H  2.62783  -2.41395  1.12884  0.22
H  -4.62827  -5.61439  1.37815  0.16
H  1.71710  1.12480  -3.56766  0.22
H  3.64428  2.01043  0.47413  0.22
H  -2.29205  5.84567  -3.29656  0.20
H  0.21626  0.48562  -2.88355  0.21
H  1.31559  1.67482  -1.01255  0.43

The HOMO energy comes out at -7.967 eV. Its HOMO-LUMO gap is 8.55 eV.

=====

Version ii
The following is a quantum chemistry calculation of the molecule C20H26N4O4, from the OMol25 dataset.

Last column: natural (NBO) charge in e.
Positions of all 54 atoms, in Å:
O  3.09258  0.03341  2.89225  -0.67
O  0.15471  -0.33764  -2.32292  -0.48
O  4.27597  1.46891  1.69730  -0.56
O  5.00615  -2.06014  -0.44156  -0.55
N  -0.69580  -2.51886  -1.63576  -0.37
N  -0.01811  -0.72041  1.71555  -0.33
N  0.46806  2.88275  -2.67099  -0.25
N  -4.74531  0.31596  0.20740  -0.34
C  0.62290  -0.25901  0.88985  0.33
C  0.28027  1.93461  -2.07328  0.27
C  -0.26510  -1.50157  -1.94344  0.52
C  2.41797  -0.12789  -0.78142  -0.40
C  2.62491  -1.58839  -0.38404  -0.46
C  1.95179  1.93876  1.85329  -0.54
C  -5.64849  -0.07602  -0.75433  -0.08
C  0.04456  0.71838  -1.30332  0.20
C  1.12210  0.56929  -0.20635  -0.19
C  -4.33527  -0.79677  0.89303  -0.08
C  3.79718  -2.18037  -1.19525  -0.05
C  -2.92511  1.87957  0.89200  -0.41
C  -1.40937  0.75122  -0.81040  -0.46
C  -4.96048  -1.90627  0.36218  -0.28
C  3.20662  1.15363  2.14124  0.78
C  1.56179  1.94726  0.37851  -0.36
C  -5.79403  -1.43969  -0.68357  -0.30
C  5.54521  -3.29290  -0.04316  -0.25
C  -4.34945  1.70988  0.38503  -0.20
C  -1.89924  2.09110  -0.23676  -0.39
H  -6.13739  0.60810  -1.42133  0.21
H  -4.81307  -2.90924  0.71288  0.22
H  3.61911  -3.23968  -1.36301  0.18
H  2.94196  -1.67577  0.64827  0.24
H  -2.02260  0.53415  -1.68253  0.24
H  5.80900  -3.92584  -0.89182  0.16
H  4.88599  -3.83663  0.63800  0.16
H  2.20467  2.96547  2.11109  0.26
H  -4.43878  2.17266  -0.59447  0.20
H  -2.37868  2.67551  -1.01663  0.21
H  2.43179  -0.05391  -1.86441  0.23
H  -2.58667  1.02400  1.46845  0.22
H  2.31657  0.09194  3.46538  0.49
H  0.79326  2.70399  0.26237  0.22
H  -5.06784  2.22071  1.02305  0.20
H  6.46344  -3.08757  0.49981  0.20
H  3.93516  -1.66404  -2.14263  0.18
H  1.12582  1.67616  2.50756  0.22
H  -1.11085  2.72102  0.16363  0.21
H  -3.64116  -0.74493  1.70969  0.21
H  -2.89451  2.73502  1.56113  0.22
H  1.75883  -2.21447  -0.58474  0.22
H  3.29807  0.41034  -0.44770  0.24
H  2.41882  2.31255  -0.17633  0.25
H  -1.62343  -0.03546  -0.09514  0.26
H  -6.41458  -2.05287  -1.31165  0.22

The HOMO energy comes out at -8.335 eV. Its HOMO-LUMO gap is 8.69 eV.

=====

Version iii
The following is a quantum chemistry calculation of the molecule C20H26N4O4, from the OMol25 dataset.

Last column: natural (NBO) charge in e.
Positions of all 54 atoms, in Å:
O  4.49830  -0.20339  -0.12376  -0.40
O  -0.54696  -2.51876  -0.32571  -0.63
O  0.18674  0.59151  -2.94463  -0.65
O  -0.87908  2.60275  0.26555  -0.52
N  -1.79795  -0.00530  0.93051  -0.48
N  -1.06885  -0.99564  -1.93408  -0.66
N  1.17927  -0.76656  -1.41508  -0.63
N  -3.64021  -1.66148  -0.00464  -0.43
C  -0.49576  0.43018  1.16656  0.20
C  -2.85295  -2.35056  -1.00584  -0.30
C  -3.24117  -1.90727  1.37452  -0.23
C  2.47392  -0.12886  -1.47255  -0.26
C  -3.90925  -0.26126  -0.24307  -0.24
C  0.39431  -0.47825  1.74361  -0.26
C  -0.00554  1.71567  0.84178  0.24
C  -2.51401  -0.69556  1.98291  -0.23
C  2.15453  1.13250  1.76903  -0.23
C  3.52153  -2.19452  -0.27803  -0.32
C  5.23059  -1.07993  0.58683  0.08
C  -0.40643  3.80273  -0.31353  -0.06
C  0.15267  -0.31281  -2.13810  0.80
C  -2.72518  0.69294  0.06917  -0.23
C  4.67890  -2.31993  0.53080  -0.31
C  -1.37163  -1.97356  -1.03214  0.70
C  1.30591  2.04122  1.15881  -0.28
C  3.45931  -0.88367  -0.64917  0.29
C  1.69929  -0.14028  2.04627  -0.22
C  0.45818  3.59610  -1.55412  -0.65
H  -1.83144  -1.01430  2.76810  0.22
H  -1.32720  4.32508  -0.59040  0.19
H  0.54585  4.53613  -2.09207  0.21
H  -2.91776  -3.42149  -0.78968  0.22
H  -2.59234  -2.78241  1.39893  0.21
H  -3.11721  1.60530  0.54367  0.19
H  3.16512  1.42431  2.00984  0.22
H  -1.81563  -0.62517  -2.50709  0.42
H  2.83698  -2.97414  -0.54132  0.23
H  0.99152  -1.45549  -0.69237  0.45
H  6.10810  -0.70414  1.07401  0.20
H  -2.20792  0.99034  -0.84151  0.21
H  2.41474  0.90121  -1.09829  0.22
H  1.45578  3.25278  -1.29360  0.21
H  1.67415  3.03464  0.95676  0.22
H  -4.23098  -0.13732  -1.27924  0.20
H  -4.14316  -2.12752  1.95868  0.19
H  0.11877  4.41375  0.43322  0.17
H  -4.75930  -0.00445  0.39689  0.20
H  0.05460  -1.48309  1.93856  0.22
H  0.01035  2.85278  -2.20943  0.24
H  2.35330  -0.87296  2.49432  0.22
H  -3.31045  -2.16513  -1.98143  0.20
H  -3.24708  -0.00792  2.43470  0.17
H  2.79069  -0.07782  -2.52326  0.22
H  5.04204  -3.21096  1.00009  0.23

The HOMO energy comes out at -7.499 eV. Its HOMO-LUMO gap is 8.25 eV.

=====

Of them, version iii has the highest stability.